Entry 1:
# C37H35BaCl2N3PS

A structure of composition C37H35BaCl2N3PS (ωB97M-V with the def2-TZVPD basis set, the Open Molecules 2025 dataset).

```
80
Properties=species:S:1:pos:R:3:forces:R:3
C -1.3058 3.8248 0.0590 0.0 0.0 0.0
C 1.9013 6.1505 0.4951 0.0 0.0 0.0
C 4.8068 -2.0799 -0.2355 0.0 0.0 0.0
H 3.0411 2.2325 4.0999 0.0 0.0 0.0
H 2.5258 2.3550 1.6957 0.0 0.0 0.0
H -1.4851 1.7168 3.5074 0.0 0.0 0.0
H 6.3756 -3.5437 -0.2320 0.0 0.0 0.0
C -3.3290 2.6125 0.1031 -0.1 0.0 0.0
C 5.3125 -3.3647 -0.3213 0.1 0.0 0.0
C 2.3770 7.3792 0.0527 0.0 0.0 0.0
P 0.5106 3.6758 0.1370 0.0 0.1 0.0
H 1.1963 -1.6216 3.1665 0.0 0.0 0.0
C -4.0522 3.7999 0.1294 0.0 0.0 0.0
H -1.9493 -4.3005 0.0658 0.0 0.0 0.0
N -0.0400 -0.3900 8.5003 0.0 0.0 0.0
C 1.3091 7.0316 -2.0640 0.0 0.0 0.0
C -3.4557 -1.8631 0.9313 -0.1 0.0 0.1
C 0.6080 -0.9111 3.7468 0.0 -0.1 0.1
H -5.0588 -2.8588 2.7493 0.0 0.0 0.0
Cl 2.0592 -5.5684 -0.8756 0.0 0.0 0.0
Cl 2.9385 -0.1928 -0.2292 -0.1 0.0 0.0
C 3.4445 -1.8693 -0.3484 0.0 -0.1 0.0
C -4.0695 -3.8991 -0.2759 0.0 0.0 0.0
H 0.2375 5.1919 -2.2849 0.0 0.0 0.0
H -4.9908 -4.4754 -0.3716 0.0 0.0 0.0
H -3.9004 1.6832 0.1107 0.0 0.0 0.0
H 5.4593 -1.2321 -0.0777 0.0 0.0 0.0
C -5.2917 -3.3071 1.7879 0.0 0.1 0.0
H -6.9371 -3.3069 0.3727 0.0 0.0 0.0
H 2.9782 7.9889 0.7163 0.0 0.0 0.0
C 0.8430 3.6651 1.9424 0.0 -0.1 0.0
C -6.6856 -2.8782 1.3443 0.0 0.0 0.0
C 1.1243 5.3460 -0.3353 0.1 0.0 0.1
Ba -0.3127 0.1617 0.2694 0.0 0.1 0.2
C 4.4357 -4.4183 -0.5191 -0.1 0.0 0.0
C 3.0780 -4.1799 -0.6298 0.0 0.1 0.0
C -1.9245 2.5590 0.0581 0.0 -0.1 0.0
H -6.7388 -1.7921 1.2554 0.0 0.0 0.0
H -1.4707 5.9837 0.0638 0.0 0.0 0.0
H -3.4802 -1.5452 3.0583 0.0 0.0 0.0
H -2.7827 -5.5264 -0.8904 0.0 0.0 0.0
H -3.9452 5.9531 0.1161 0.0 0.0 0.0
H -2.5054 -2.2194 -0.6898 0.1 0.0 0.0
C -0.8776 0.9185 3.9343 -0.1 0.0 0.0
C 2.0822 7.8260 -1.2262 0.0 0.0 0.0
H 2.4512 8.7841 -1.5703 0.0 0.0 0.0
H 4.7945 -5.4360 -0.5882 0.0 0.0 0.0
C 0.8426 5.8036 -1.6242 0.0 0.0 0.0
C -3.6491 -0.9851 2.1373 0.0 0.0 0.1
C -2.8900 -4.8406 -0.0487 0.0 0.0 0.0
C 0.6556 -1.0439 5.1281 0.0 0.1 0.0
C 2.4940 -2.8918 -0.5517 0.2 -0.1 0.0
C -0.8655 0.8160 5.3175 0.1 0.0 0.0
H -0.8062 4.9086 2.5268 0.0 0.0 0.0
H -5.1377 3.7789 0.1615 0.0 0.0 0.0
H -4.6623 -0.5782 2.1685 0.0 0.0 0.0
H -1.4421 1.4962 5.9353 0.0 0.0 0.0
H -0.2744 4.8096 4.9344 0.0 0.0 0.0
C -3.3888 5.0229 0.1054 0.0 0.0 0.0
H 2.1337 5.8178 1.4994 0.0 0.0 0.0
C -0.1590 0.0618 3.0802 0.0 0.0 -0.1
H -2.9361 -0.1643 2.1431 0.0 0.0 -0.2
H -3.0486 -5.4315 0.8552 0.0 0.0 0.0
C -0.0624 -0.2935 7.3524 0.0 0.0 0.2
C -0.0899 -0.1737 5.9278 0.0 0.0 -0.3
C 1.9181 2.9093 2.4034 0.0 0.0 0.0
S 0.7907 -2.6564 -0.6873 -0.2 0.1 -0.1
C 0.3517 4.2861 4.2219 0.0 0.0 0.0
C 1.4344 3.5368 4.6688 0.0 0.0 0.0
N -4.2653 -2.9571 0.8186 0.1 -0.1 0.0
H 1.2573 -1.8148 5.5967 0.0 0.0 0.0
H 1.0712 7.3686 -3.0656 0.0 0.0 0.0
C 0.0533 4.3439 2.8697 0.0 0.0 0.0
H -3.9612 -3.3537 -1.2177 0.0 0.0 0.0
H 1.6478 3.4720 5.7284 0.0 0.0 0.0
C -2.0026 5.0366 0.0744 0.1 0.0 0.0
C 2.2166 2.8454 3.7590 0.0 0.0 0.0
N -2.5528 -1.5468 0.0697 0.0 0.1 0.0
H -5.2588 -4.3890 1.9403 0.0 0.0 0.0
H -7.4387 -3.2031 2.0645 0.0 0.0 0.0
```
Positions in Å, forces in eV/Å.

Summary:
relative energy (zero: lowest compared OMol25 entry of this formula, charge and spin): 23.71 kJ/mol
net charge: -1
HOMO level: -4.74 eV
LUMO energy: 2.15 eV

Entry 2:
# C5H2OS

An isolated molecule of C5H2OS at a distorted geometry (ωB97M-V with the def2-TZVPD basis set, the Open Molecules 2025 dataset).

```
9
Properties=species:S:1:pos:R:3:forces:R:3
O 0.0587 0.6725 -2.9039 -0.3 -1.0 1.3
C -0.0775 1.1036 0.3503 0.4 1.0 -0.2
C -0.1326 0.2165 -1.8473 1.4 -0.2 0.2
H 0.8962 -1.8876 0.7681 -0.3 0.1 0.1
C -0.2570 -0.3923 -0.6046 -0.8 1.8 -0.8
H 0.5652 0.1680 2.4421 0.1 1.1 1.4
C 0.3577 -0.9489 0.7121 -0.5 1.1 -1.1
S -1.6453 0.8829 -0.3685 -0.3 -1.2 0.8
C 0.2344 0.1853 1.4517 0.3 -2.8 -1.8
```
Positions in Å, forces in eV/Å.

Summary:
relative energy (zero: lowest compared OMol25 entry of this formula, charge and spin): 367.15 kJ/mol
HOMO level: -8.13 eV
LUMO energy: -0.07 eV

Entry 3:
# C4H3N3

An isolated molecule of C4H3N3 at a distorted geometry (ωB97M-V with the def2-TZVPD basis set, the Open Molecules 2025 dataset).

```
10
Properties=species:S:1:pos:R:3:forces:R:3
C -0.0503 0.0710 -0.0562 -1.4 0.7 0.7
C 1.3499 0.0161 -0.0606 3.2 -0.2 0.6
H -0.8039 2.1657 0.0119 0.0 0.3 0.0
C 2.5680 -0.0539 0.0563 -2.7 0.3 -0.7
H 3.6225 -0.0630 -0.0598 0.2 -0.1 0.2
N -0.8339 -1.0338 0.0005 0.4 -1.5 -0.3
N -2.1396 -0.7363 -0.0142 0.6 -0.5 0.5
H -0.5085 -2.0116 0.0956 -0.5 1.1 -0.3
C -0.9660 1.1125 0.0173 -0.7 -1.7 -0.5
N -2.2382 0.5333 0.0092 0.9 1.6 0.0
```
Positions in Å, forces in eV/Å.

Summary:
SMILES: C#Cc1cnn[nH]1
relative energy (zero: lowest compared OMol25 entry of this formula, charge and spin): 248.62 kJ/mol
HOMO level: -9.52 eV
LUMO energy: 0.61 eV

Entry 4:
# CH6NS2

A cluster of 2 separate species, CH6NS2 in total at a distorted geometry (ωB97M-V with the def2-TZVPD basis set, the Open Molecules 2025 dataset).

```
10
Properties=species:S:1:pos:R:3:forces:R:3
H 0.8183 1.3223 0.2199 -0.8 -1.0 -0.1
S -3.8640 0.0371 0.0516 0.1 0.1 -0.3
H -0.3307 0.3976 1.3662 0.8 -0.6 -0.6
H 1.9131 -0.7115 -0.4331 -1.3 0.3 0.0
S -2.0641 -0.4450 -0.6022 0.2 0.1 -0.1
H 0.3054 -1.3686 -0.4775 0.0 -0.4 -1.2
H -4.4128 0.6701 -1.0369 0.5 -0.2 0.4
N 0.9760 -0.8048 0.0333 0.6 -1.1 0.3
H 1.1545 -1.4459 0.7945 0.3 -0.1 1.0
C 0.2579 0.3787 0.4349 -0.2 2.8 0.6
```
Positions in Å, forces in eV/Å.

Summary:
relative energy (zero: lowest compared OMol25 entry of this formula, charge and spin): 220.77 kJ/mol
net charge: +1
HOMO level (spin up / spin down): -13.40 / -12.93 eV
LUMO energy (spin up / spin down): -5.61 / -5.26 eV